Entry 1:
Computed, not measured: C6H11FO as an isolated structure in a non-equilibrium geometry, with ωB97M-V/def2-TZVPD.

Calculated values
2S+1: 1
Relative energy (zero: lowest compared OMol25 entry of this formula, charge and spin), kcal per mole: 114.92
HOMO level, eV: -9.731
LUMO energy, eV: 0.51
Frontier orbital gap, eV: 10.2

Each line ends with the natural charge from an NBO analysis.
Atoms and positions in Å:
C -0.45889 1.72559 -0.38583  -0.686
C -0.49197 0.20447 0.16653  0.225
C -1.87418 -0.49037 -0.31638  0.060
C 0.66871 -0.43212 -0.48821  -0.293
C 1.20295 -1.63802 0.22887  -0.423
C 2.01843 -0.26953 0.17055  -0.438
H -0.90018 1.63395 -1.51447  0.224
H -0.95930 2.63074 0.24756  0.217
H 0.58734 2.40849 -0.59213  0.239
H -0.55858 1.46422 1.90216  0.481
H -2.70609 0.04676 0.32847  0.163
H -2.05492 -0.41979 -1.35004  0.158
H 0.80785 -0.35919 -1.50187  0.235
H 1.77575 -2.46338 -0.25590  0.208
H 0.82584 -2.18300 1.20031  0.242
H 2.84799 -0.65226 -0.50589  0.234
H 1.97068 0.27667 1.03231  0.223
O -0.65707 0.29528 1.56831  -0.713
F -2.04436 -1.77852 0.06564  -0.355

Entry 2:
Computed, not measured: a 2-piece molecular cluster, CH5BrSi overall in a non-equilibrium geometry, with ωB97M-V/def2-TZVPD.

Calculated values
2S+1: 1
Relative energy (zero: lowest compared OMol25 entry of this formula, charge and spin), kcal per mole: 71.18
HOMO level (alpha / beta), eV: -8.187 / -8.185
LUMO energy (alpha / beta), eV: -0.30 / -0.30
Frontier orbital gap (alpha / beta), eV: 7.9 / 7.9

Each line ends with the natural charge from an NBO analysis.
Atoms and positions in Å:
C 0.10376 1.29066 -0.82168  -0.734
Si -0.16195 -1.18372 0.62628  0.802
Br 1.69187 -1.26495 1.78552  -0.301
H 0.86074 1.41362 -1.55948  0.199
H -0.80403 1.01492 -1.37657  0.182
H -0.11227 1.85786 0.01509  0.187
H -0.24791 -2.51950 0.10968  -0.165
H -1.33021 -0.60889 1.22114  -0.170

Entry 3:
Computed, not measured: C13H39B2BrGaN3O3P as an isolated structure in a non-equilibrium geometry, with ωB97M-V/def2-TZVPD.

Calculated values
2S+1: 1
Net charge: -1
HOMO level, eV: -3.749
LUMO energy, eV: 2.80
Frontier orbital gap, eV: 6.6

Each line ends with the natural charge from an NBO analysis.
Atoms and positions in Å:
C 2.00559 -3.51782 1.63958  -1.024
B 1.41724 -2.25909 2.39162  0.633
O 2.26140 -1.69764 3.34369  -0.949
Ga -0.48876 -1.57928 1.82511  0.018
B -1.91144 -3.13784 2.03690  0.701
N -2.67523 -3.38699 3.26650  -1.171
O -2.11311 -3.98948 0.97173  -0.919
P -1.08884 0.47947 2.83193  0.477
O -1.88726 1.32266 1.60923  -1.006
Br -2.74260 0.09041 4.37412  -0.347
H 2.26573 -4.29335 2.35323  0.224
H 2.92650 -3.26383 1.12533  0.225
H 1.30455 -3.92448 0.92902  0.218
H 1.79291 -1.48310 4.16261  0.497
H -0.39995 -1.26659 0.22221  -0.297
H -3.60487 -2.99358 3.20702  0.387
H -2.75182 -4.37710 3.47589  0.358
H -1.67607 -3.58458 0.20849  0.494
H -1.61110 0.89119 0.78561  0.489
C 4.48493 5.13181 0.61850  -0.615
C 4.45689 3.62806 0.84759  -0.210
N 3.83060 3.25215 2.09682  -0.456
C 4.03603 1.85069 2.43338  -0.205
C 3.42193 0.79524 1.50666  -0.637
C 2.48303 3.76231 2.29775  -0.217
C 1.41833 3.37028 1.26806  -0.639
H 4.96925 5.64306 1.45179  0.205
H 5.04531 5.35461 -0.29118  0.203
H 3.48447 5.54635 0.49334  0.203
H 5.48893 3.26723 0.87726  0.188
H 3.98622 3.14795 -0.02618  0.158
H 3.67499 1.68245 3.45043  0.197
H 5.11859 1.68594 2.47884  0.177
H 2.34804 0.70313 1.65495  0.220
H 3.84948 -0.18232 1.72902  0.221
H 3.62008 1.00805 0.45445  0.191
H 2.54139 4.85330 2.34817  0.180
H 2.14663 3.45519 3.28995  0.204
H 1.78873 3.43760 0.24306  0.192
H 0.55546 4.03354 1.34876  0.213
H 1.05553 2.36122 1.44365  0.223
C -3.29895 0.91237 -2.01180  -0.620
C -2.38418 -0.17559 -2.55315  -0.220
N -2.99498 -1.49129 -2.56361  -0.445
C -2.05100 -2.55996 -2.82897  -0.212
C -1.36585 -2.58922 -4.20275  -0.634
C -4.26698 -1.58330 -3.25041  -0.214
C -4.32336 -1.18026 -4.73246  -0.639
H -3.64884 0.66238 -1.00960  0.224
H -2.75144 1.85376 -1.95371  0.212
H -4.16731 1.08099 -2.65170  0.191
H -1.50546 -0.21679 -1.90498  0.218
H -2.02605 0.12336 -3.55378  0.146
H -2.55400 -3.51681 -2.66287  0.189
H -1.27346 -2.50745 -2.06016  0.206
H -2.03573 -2.93617 -4.98923  0.192
H -0.52127 -3.28094 -4.17421  0.209
H -0.97552 -1.61203 -4.48706  0.203
H -4.98640 -0.96927 -2.70358  0.192
H -4.63366 -2.60681 -3.14005  0.193
H -3.77289 -0.25903 -4.92652  0.204
H -5.36104 -1.00794 -5.02786  0.203
H -3.92928 -1.95681 -5.38641  0.198

Entry 4:
Computed, not measured: C19H10Cl5NO2STc as an isolated structure in a non-equilibrium geometry, with ωB97M-V/def2-TZVPD.

Calculated values
2S+1: 4
Net charge: +2
Relative energy (zero: lowest compared OMol25 entry of this formula, charge and spin), kcal per mole: 11.88
HOMO level (alpha / beta), eV: -15.153 / -15.106
LUMO energy (alpha / beta), eV: -9.80 / -9.35
Frontier orbital gap (alpha / beta), eV: 5.4 / 5.8

Each line ends with the Mulliken spin population.
Atoms and positions in Å:
Tc -0.39049 -0.16368 0.64719  2.878
Cl -3.23416 2.47965 0.55971  0.015
C -1.69943 2.81578 1.19926  0.091
C -0.71324 1.81253 1.23723  -0.135
C 0.53931 2.20715 1.72126  -0.091
Cl 1.58652 0.84315 1.64761  -0.001
C 0.89136 3.46449 2.17300  -0.022
Cl 2.45751 3.84207 2.71154  -0.004
C -0.13459 4.44729 2.14570  0.100
Cl 0.20445 6.01834 2.66981  0.033
C -1.41862 4.11593 1.67054  -0.033
Cl -2.63465 5.30816 1.64066  -0.007
O 0.90004 -1.38177 -0.08915  -0.003
S 1.83004 -2.50797 0.44876  0.019
C 1.93140 -3.65622 -0.93496  0.006
C 3.06358 -4.45751 -0.99080  0.000
C 3.18751 -5.36609 -2.02993  0.000
C 2.19525 -5.45707 -2.99582  -0.001
C 1.08484 -4.62618 -2.94040  -0.001
C 0.94373 -3.72023 -1.90180  -0.006
C 0.65549 -3.37464 1.50880  0.023
C 1.09536 -3.88459 2.71827  -0.002
C 0.18171 -4.52003 3.54626  0.004
C -1.14723 -4.63379 3.16678  0.002
C -1.57085 -4.12978 1.94607  0.002
C -0.67119 -3.48914 1.11098  -0.006
H 3.83904 -4.37101 -0.24490  0.000
H 4.06050 -5.99655 -2.08471  0.000
H 2.29250 -6.17057 -3.79927  0.000
H 0.32388 -4.67793 -3.70327  0.000
H 0.09060 -3.05927 -1.87233  0.003
H 2.12994 -3.79175 3.00946  0.000
H 0.51092 -4.92215 4.48981  0.000
H -1.85410 -5.12044 3.81948  0.000
H -2.59648 -4.24520 1.63402  0.000
H -1.00307 -3.12446 0.14809  -0.002
O -4.50713 -0.88308 0.27771  0.046
C -3.38640 -0.67238 0.38582  0.059
N -2.20014 -0.46831 0.49507  0.032

Entry 5:
Computed, not measured: C30H66AsF6N6O9Y as an isolated structure in a non-equilibrium geometry, with ωB97M-V/def2-TZVPD.

Calculated values
2S+1: 1
Net charge: +2
HOMO level, eV: -12.360
LUMO energy, eV: -7.27
Frontier orbital gap, eV: 5.1

Each line ends with the Mulliken charge.
Atoms and positions in Å:
Y -0.95910 -3.67049 1.51468  1.748
As 0.03588 0.18114 0.41827  2.570
F -0.06892 -1.53684 0.79566  -0.400
F -0.17788 0.53969 2.08695  -0.474
F 0.13868 1.83819 0.01545  -0.662
F 0.16733 -0.22482 -1.26121  -0.636
F -1.67809 0.21519 0.23989  -0.410
F 1.72901 0.09832 0.61491  -0.552
C -6.09283 0.31213 0.28659  -0.091
O -5.50327 0.01768 1.31657  -0.485
N -5.59271 1.10535 -0.68139  0.088
C -6.35710 1.41259 -1.87811  -0.768
C -4.23527 1.60502 -0.62761  -0.388
H -7.10679 -0.04443 0.05223  0.334
H -5.93612 0.84483 -2.71540  0.420
H -6.24106 2.46874 -2.12686  0.317
H -7.42194 1.22874 -1.77813  0.326
H -3.75484 1.32402 0.29967  0.012
H -3.72165 1.23920 -1.52126  0.048
H -4.23455 2.69895 -0.65375  0.387
C 0.29374 -3.96177 -1.77545  0.104
O 0.14733 -3.94325 -0.52818  -0.675
N 0.35241 -5.03375 -2.51245  0.133
C 0.81786 -4.88463 -3.91129  -0.929
C 0.31742 -6.38305 -1.95249  -0.910
H 0.36803 -3.01959 -2.32207  0.484
H 0.73300 -5.84395 -4.41484  0.347
H 1.85961 -4.57794 -3.93301  0.341
H 0.15171 -4.20294 -4.43393  0.340
H -0.30632 -6.99740 -2.60031  0.393
H 1.30925 -6.83628 -1.93002  0.344
H -0.09464 -6.35395 -0.95096  0.216
C -3.58310 -2.34088 -0.58028  -0.156
O -2.57385 -2.56963 0.12073  -0.272
N -3.55908 -1.83541 -1.79427  0.325
C -4.80667 -1.45788 -2.42988  -0.846
C -2.30453 -1.44465 -2.43425  0.283
H -4.61610 -2.50486 -0.25622  0.318
H -4.71759 -1.61241 -3.50798  0.457
H -5.07833 -0.41350 -2.27491  -0.099
H -5.63149 -2.11095 -2.14894  0.392
H -1.50500 -1.52124 -1.70656  -0.768
H -2.16785 -2.00338 -3.35723  0.456
H -2.36483 -0.37767 -2.66234  -0.031
C 2.31394 -3.06305 2.80827  -0.198
O 1.14095 -3.17560 2.33523  -0.574
N 2.68487 -2.13799 3.63530  0.375
C 4.05381 -2.14957 4.16217  -0.990
C 1.85730 -0.98443 3.94420  -0.442
H 3.10308 -3.75184 2.50598  0.491
H 4.10940 -2.82457 5.01303  0.350
H 4.40075 -1.13940 4.34424  0.333
H 4.73748 -2.55058 3.40811  0.356
H 1.75164 -0.89741 5.02864  0.387
H 2.33728 -0.06808 3.60205  0.419
H 0.87709 -1.06747 3.49277  -0.401
C -2.70693 2.78001 -4.84533  0.113
O -3.50794 3.19616 -5.63463  -0.574
N -2.21345 3.48656 -3.79385  0.152
C -2.64228 4.84060 -3.51932  -0.937
C -1.29701 2.88949 -2.85519  -0.632
H -2.24581 1.77432 -4.87284  0.357
H -1.77967 5.45905 -3.26299  0.335
H -3.29322 4.84288 -2.64029  0.271
H -3.11228 5.24201 -4.40940  0.359
H -1.64262 3.17341 -1.85436  0.236
H -1.31398 1.80029 -2.87678  -0.240
H -0.27027 3.25618 -2.92442  0.535
C -2.70243 -1.14336 2.97982  -0.042
O -1.68975 -1.88388 2.76505  -0.474
N -3.07874 -0.74805 4.15547  0.249
C -4.10346 0.30395 4.28011  -0.838
C -2.31323 -1.03461 5.36073  -1.009
H -3.32318 -0.75828 2.16557  0.306
H -4.35192 0.48142 5.31624  0.320
H -5.01823 -0.05868 3.79875  0.358
H -3.85197 1.18431 3.69383  0.317
H -2.98652 -1.14339 6.20528  0.400
H -1.72554 -1.94141 5.25044  0.273
H -1.61773 -0.21626 5.55785  0.355
C 4.32551 2.17321 -3.32562  -0.625
C 3.26489 2.09786 -2.21441  0.345
C 3.93793 2.67830 -0.97415  0.157
O 5.28803 2.91915 -1.30244  -0.474
C 5.43460 3.06367 -2.70098  -0.494
H 3.96768 2.57160 -4.27387  0.320
H 4.81851 1.22836 -3.57102  0.198
H 2.74629 1.14325 -2.20300  0.029
H 2.54524 2.83613 -2.59066  -0.065
H 3.89380 1.94733 -0.15465  -0.163
H 3.43986 3.55380 -0.54599  0.155
H 6.38488 2.62487 -2.99845  0.349
H 5.38289 4.10130 -3.03879  0.288
C 0.54621 5.05215 3.85359  -0.634
C 0.87104 3.68101 3.23573  0.042
C 1.93706 4.01251 2.17209  0.266
O 2.12310 5.41889 2.21826  -0.448
C 1.82072 5.82080 3.54797  -0.521
H 0.18792 5.00371 4.87747  0.395
H -0.21496 5.50588 3.21419  0.255
H -0.03091 3.21910 2.83651  -0.005
H 1.25982 3.02874 4.02368  0.174
H 1.60559 3.69184 1.18633  -0.295
H 2.88198 3.50929 2.41842  0.171
H 1.69987 6.90029 3.61393  0.352
H 2.68865 5.56489 4.17356  0.249
C 4.14512 -2.10756 -1.08031  -0.203
C 4.13036 -3.56101 -0.62788  0.094
C 5.35619 -3.67081 0.28047  -0.811
O 5.35880 -2.43201 0.97260  -0.429
C 4.89350 -1.41450 0.08971  0.012
H 3.15657 -1.71672 -1.31296  -0.108
H 4.77885 -1.95621 -1.95832  0.400
H 4.06900 -4.38190 -1.34398  0.504
H 3.27186 -3.67188 0.04841  -0.342
H 6.26449 -3.84065 -0.30621  0.326
H 5.19149 -4.48185 0.99106  0.380
H 5.71211 -0.79276 -0.28302  0.317
H 4.25625 -0.71497 0.63300  -0.085

Entry 6:
Computed, not measured: C7H18O3Si as an isolated structure in a non-equilibrium geometry, with ωB97M-V/def2-TZVPD.

Calculated values
2S+1: 1
Relative energy (zero: lowest compared OMol25 entry of this formula, charge and spin), kcal per mole: 37.55
HOMO level, eV: -9.968
LUMO energy, eV: 0.92
Frontier orbital gap, eV: 10.9

Each line ends with the natural charge from an NBO analysis.
Atoms and positions in Å:
O 1.15158 1.08042 -0.37689  -0.916
O 0.24614 -0.43171 1.71850  -0.920
O 2.32659 -1.03407 0.02317  -0.907
C 1.26511 1.06875 -1.78465  -0.254
C 1.02641 -0.57178 2.87485  -0.241
C 3.27223 -0.20086 0.59235  -0.252
C -3.42344 1.13263 -0.61366  -0.613
C -2.26469 0.26462 -0.11414  -0.403
C -1.63164 -0.56480 -1.28484  -0.400
C -0.57454 -1.44242 -0.65137  -0.923
Si 0.81172 -0.44357 0.21438  2.309
H 0.87752 2.08994 -2.02775  0.193
H 2.34664 1.07294 -2.09558  0.172
H 0.74825 0.24783 -2.17781  0.172
H 1.22137 0.49575 3.24686  0.180
H 1.97418 -1.13495 2.61817  0.174
H 0.57012 -1.15893 3.63725  0.186
H 4.15657 -0.85751 0.80059  0.188
H 3.49944 0.70634 -0.05800  0.179
H 2.88190 0.23789 1.49463  0.162
H -4.06660 1.50555 0.23883  0.209
H -3.14405 2.01406 -1.23984  0.205
H -4.13498 0.56965 -1.24553  0.200
H -2.71472 -0.46028 0.61055  0.197
H -1.49873 0.87774 0.44654  0.213
H -1.22350 0.10528 -2.11609  0.199
H -2.54117 -1.07163 -1.67822  0.205
H -0.99425 -1.84506 0.27310  0.244
H -0.16345 -2.25182 -1.32541  0.244